DFT (ωB97M-V/def2-TZVPD) results for a 9-piece molecular cluster, C60H77N11O2PSi overall at a distorted geometry.

* total charge: +1
* energy: -3715.86226 Eh
* HOMO-LUMO gap: 7.164 eV

Atoms and positions in Å:
C1 10.429 -2.580 1.670
Si1 11.023 -2.491 -0.163
C2 12.618 -3.546 -0.235
C3 11.381 -0.686 -0.635
C4 10.158 0.275 -0.278
C5 9.514 0.926 -1.575
C6 8.027 1.382 -1.311
C7 7.052 0.111 -1.390
C8 5.945 0.252 -2.498
C9 4.649 1.026 -2.051
C10 3.896 0.387 -0.808
N1 2.679 -0.322 -1.311
C11 2.995 -1.525 -1.993
N2 4.071 -2.280 -1.773
N3 2.062 -1.969 -2.955
C12 0.714 -1.859 -2.317
C13 0.784 -1.783 -0.749
C14 1.627 -0.535 -0.263
P1 2.287 -0.844 1.486
O1 1.465 0.289 2.461
O2 1.730 -2.323 2.068
C15 9.629 -3.292 -1.201
C16 9.185 -2.833 -2.514
C17 8.115 -3.502 -3.275
C18 7.474 -4.681 -2.680
C19 7.883 -5.169 -1.360
C20 8.945 -4.465 -0.639
H1 9.361 -2.237 1.674
H2 11.100 -1.936 2.290
H3 10.490 -3.668 1.959
H4 12.322 -4.606 0.021
H5 13.115 -3.506 -1.238
H6 13.326 -3.221 0.575
H7 12.247 -0.351 0.007
H8 11.674 -0.545 -1.706
H9 9.387 -0.265 0.344
H10 10.563 1.113 0.351
H11 10.102 1.852 -1.794
H12 9.594 0.230 -2.457
H13 7.878 1.817 -0.286
H14 7.731 2.102 -2.120
H15 7.688 -0.771 -1.691
H16 6.661 -0.089 -0.360
H17 6.407 0.858 -3.333
H18 5.734 -0.752 -2.958
H19 3.968 1.103 -2.947
H20 4.951 2.090 -1.829
H21 3.526 1.260 -0.199
H22 4.566 -0.232 -0.167
H23 4.526 -2.711 -2.584
H24 4.472 -2.482 -0.859
H25 2.281 -2.930 -3.230
H26 0.187 -0.957 -2.721
H27 0.128 -2.772 -2.586
H28 1.181 -2.743 -0.334
H29 -0.248 -1.624 -0.332
H30 0.903 0.322 -0.240
H31 1.448 1.102 1.916
H32 0.767 -2.430 1.904
H33 9.684 -1.951 -2.984
H34 7.833 -3.110 -4.275
H35 6.673 -5.201 -3.257
H36 7.380 -6.074 -0.946
H37 9.259 -4.827 0.372
N4 -1.982 -2.929 1.183
C21 -2.383 -2.378 2.337
C22 -3.665 -1.903 2.559
C23 -4.588 -1.999 1.529
C24 -4.197 -2.564 0.326
C25 -2.893 -3.012 0.205
H38 -1.626 -2.321 3.112
H39 -3.935 -1.469 3.513
H40 -5.601 -1.638 1.662
H41 -4.891 -2.655 -0.500
H42 -2.542 -3.466 -0.717
N5 11.945 -8.505 -0.281
C26 11.142 -7.674 -0.952
C27 11.181 -7.503 -2.327
C28 12.109 -8.234 -3.051
C29 12.954 -9.102 -2.378
C30 12.831 -9.201 -1.001
H43 10.435 -7.121 -0.342
H44 10.503 -6.815 -2.817
H45 12.173 -8.129 -4.128
H46 13.692 -9.689 -2.910
H47 13.467 -9.869 -0.431
N6 -7.715 -0.354 0.389
C31 -8.051 -0.237 -0.901
C32 -8.492 0.942 -1.479
C33 -8.596 2.067 -0.677
C34 -8.256 1.971 0.662
C35 -7.822 0.747 1.143
H48 -7.956 -1.145 -1.487
H49 -8.748 0.978 -2.530
H50 -8.938 3.009 -1.091
H51 -8.325 2.829 1.319
H52 -7.540 0.624 2.184
N7 -8.881 5.703 -1.238
C36 -8.168 6.672 -1.825
C37 -8.387 8.024 -1.616
C38 -9.404 8.398 -0.751
C39 -10.158 7.413 -0.132
C40 -9.857 6.088 -0.405
H53 -7.386 6.331 -2.495
H54 -7.777 8.765 -2.116
H55 -9.607 9.445 -0.563
H56 -10.960 7.667 0.548
H57 -10.416 5.283 0.058
N8 -12.329 4.651 1.233
C41 -12.730 5.200 2.386
C42 -14.013 5.677 2.607
C43 -14.933 5.584 1.576
C44 -14.541 5.020 0.372
C45 -13.237 4.571 0.254
H58 -11.973 5.254 3.162
H59 -14.283 6.110 3.562
H60 -15.946 5.946 1.709
H61 -15.232 4.931 -0.456
H62 -12.884 4.119 -0.668
N9 -12.045 6.302 5.964
C46 -12.571 6.479 7.181
C47 -12.796 7.721 7.754
C48 -12.454 8.849 7.029
C49 -11.905 8.696 5.766
C50 -11.724 7.411 5.280
H63 -12.820 5.567 7.714
H64 -13.227 7.801 8.743
H65 -12.613 9.838 7.442
H66 -11.625 9.555 5.170
H67 -11.301 7.241 4.295
N10 0.027 -7.577 -1.715
C51 0.128 -7.036 -0.496
C52 1.001 -6.007 -0.178
C53 1.819 -5.513 -1.180
C54 1.736 -6.058 -2.452
C55 0.826 -7.083 -2.666
H68 -0.532 -7.460 0.254
H69 1.038 -5.605 0.827
H70 2.518 -4.709 -0.972
H71 2.361 -5.698 -3.260
H72 0.720 -7.540 -3.644
N11 -3.869 5.138 -0.467
C56 -2.737 4.826 0.171
C57 -2.666 3.919 1.217
C58 -3.836 3.301 1.630
C59 -5.022 3.609 0.984
C60 -4.985 4.528 -0.053
H73 -1.849 5.338 -0.184
H74 -1.720 3.703 1.697
H75 -3.823 2.587 2.445
H76 -5.955 3.148 1.278
H77 -5.888 4.799 -0.591

Results of the Löwdin charge analysis, in e, for atoms 1 through 2: atom 1 (C): -0.189, atom 2 (Si): 0.564